DFT (ωB97M-V/def2-TZVPD) results for 11 unconnected molecules or ions with the total composition C44H77N11.

Output
* ΔE to the lowest compared entry with this formula, charge and spin: 115.6 kcal per mole
* SMILES: CCCC#N.CCCC#N.CCCC#N.CCCC#N.CCCC#N.CCCC#N.CCCC#N.CCCC#N.CCCC#N.CCCC#N.CCCC#N
* orbital gap: 11.1 eV
* net charge: 0
* HOMO: -11.20 eV
* max |F|: 5.8 eV/Å
* spin multiplicity: 1
* calculated total energy: -63262.0594 eV

Structure (XYZ):
```
132
Properties=species:S:1:pos:R:3:forces:R:3:lowdin_charge:R:1
C 0.140577 -5.761182 7.576053 -0.447 0.467 -0.660 -0.104
C 0.630750 -4.980704 6.333889 0.547 -0.393 1.181 -0.260
C 0.339637 -3.472688 6.380390 -0.419 -0.712 -0.066 -0.199
C -1.052923 -3.203007 6.010337 -5.002 1.163 -1.554 -0.220
N -2.187278 -2.985761 5.692625 5.077 -1.033 1.451 0.125
H -0.940503 -5.622273 7.568141 -0.170 -0.590 0.354 0.070
H 0.503166 -5.416565 8.544485 0.228 0.455 -0.193 0.071
H 0.444134 -6.806693 7.522654 -0.378 -0.042 -0.211 0.070
H 0.181382 -5.394919 5.431341 0.218 -0.132 0.019 0.110
H 1.713714 -5.103568 6.319934 0.068 0.061 -0.466 0.101
H 1.010246 -3.012784 5.654537 -0.133 0.486 0.270 0.117
H 0.460145 -3.108130 7.400527 0.407 0.272 -0.135 0.118
C -6.954024 -9.141218 0.301637 1.263 -0.422 0.698 -0.110
C -6.847364 -7.960893 1.301165 -0.406 -1.194 -1.363 -0.251
C -6.920479 -6.619570 0.589843 0.344 0.739 -0.039 -0.201
C -5.601599 -6.160689 0.064231 1.758 0.737 -0.423 -0.209
N -4.560596 -5.797345 -0.332442 -2.499 -0.916 0.908 0.123
H -7.172808 -10.027616 0.897050 -0.550 -0.117 -0.238 0.067
H -5.964888 -9.398058 -0.077502 0.079 0.304 -0.425 0.069
H -7.626670 -9.022768 -0.547844 -0.183 0.108 0.318 0.074
H -5.894675 -8.058384 1.821722 -0.253 0.093 0.298 0.112
H -7.692106 -8.130495 1.968818 0.167 0.679 0.301 0.104
H -7.340654 -5.885079 1.276917 0.402 0.345 -0.019 0.112
H -7.598920 -6.604440 -0.263136 -0.103 -0.343 -0.019 0.112
C 1.140360 -7.111433 -3.850433 0.486 0.136 -0.714 -0.108
C 2.471010 -6.709197 -3.253432 0.594 0.166 0.848 -0.281
C 2.514038 -6.947773 -1.741644 0.728 -0.997 0.289 -0.194
C 2.477911 -8.412149 -1.399845 -1.307 -4.466 1.460 -0.202
N 2.396703 -9.565407 -1.070438 0.547 5.486 -1.673 0.116
H 0.337517 -6.441099 -3.543503 0.069 0.090 -0.030 0.078
H 0.814721 -8.129004 -3.634538 0.286 -0.048 -0.009 0.075
H 1.338609 -6.994387 -4.915846 -0.774 -0.210 -0.241 0.073
H 2.667719 -5.660334 -3.475432 -0.305 0.285 0.332 0.105
H 3.357766 -7.159666 -3.699354 -0.307 -0.650 -0.187 0.111
H 1.727403 -6.371405 -1.254714 -0.159 -0.430 0.209 0.116
H 3.455772 -6.683572 -1.260561 0.152 0.635 -0.279 0.109
C 7.883452 5.536154 1.999317 0.006 -0.516 -0.083 -0.083
C 7.729497 3.986843 1.750650 0.701 0.301 0.983 -0.247
C 6.302097 3.558233 1.593336 -1.144 -0.079 -0.232 -0.227
C 5.800669 4.135836 0.356110 -2.230 2.315 -4.371 -0.231
N 5.418449 4.620808 -0.663495 1.611 -2.004 4.107 0.136
H 7.394654 5.900800 2.902756 -0.119 -0.706 0.442 0.066
H 7.403629 6.191150 1.272106 0.268 -0.420 -0.642 0.066
H 8.923906 5.835100 2.126530 0.037 -0.147 -0.304 0.066
H 8.140627 3.425938 2.589968 0.028 0.269 0.387 0.102
H 8.265206 3.523618 0.922069 0.303 0.864 -0.370 0.110
H 5.670499 3.846075 2.433772 -0.036 0.353 -0.022 0.121
H 6.109668 2.490213 1.491423 0.566 -0.238 0.097 0.120
C 3.613527 2.813526 7.365974 -0.603 -0.826 -0.490 -0.115
C 4.174838 4.220184 7.314052 0.027 -0.162 1.352 -0.263
C 3.216476 5.274583 6.823285 -1.070 0.497 -0.654 -0.207
C 1.907626 5.293973 7.481750 -0.265 -0.222 1.025 -0.238
N 0.897094 5.248365 8.033446 0.408 0.092 -0.355 0.143
H 2.932567 2.641036 6.532525 0.314 -0.269 -0.424 0.076
H 2.975491 2.553617 8.210643 0.024 0.760 0.388 0.075
H 4.375853 2.036152 7.417469 0.187 0.151 -0.426 0.071
H 5.101390 4.318447 6.748420 -0.063 -0.258 -0.066 0.109
H 4.399065 4.446083 8.356541 0.412 0.390 0.002 0.111
H 2.903446 5.123002 5.790263 0.530 -0.124 -0.401 0.120
H 3.636656 6.278797 6.878946 0.085 -0.027 0.041 0.119
C -4.546127 5.504003 2.772611 0.674 -0.507 -1.717 -0.124
C -4.449248 6.388293 3.966318 0.366 0.279 0.683 -0.259
C -4.701860 7.883002 3.716343 0.033 0.869 0.271 -0.188
C -3.839529 8.584345 2.772317 0.806 -0.582 -1.531 -0.250
N -3.161712 9.085252 1.983621 -0.389 -0.133 0.620 0.134
H -5.425113 5.565743 2.130994 -0.272 0.312 0.335 0.080
H -4.366372 4.439279 2.921423 -0.193 0.018 0.685 0.074
H -3.700249 5.767674 2.137736 -0.034 0.158 -0.401 0.073
H -3.419006 6.318898 4.315424 0.080 -0.032 0.176 0.113
H -5.048797 6.019847 4.798716 -0.291 0.343 -0.026 0.109
H -4.453939 8.485392 4.590277 -0.542 -0.375 0.705 0.115
H -5.710794 8.158496 3.409352 -0.229 -0.358 0.187 0.122
C 3.760368 -1.468981 -11.542234 -0.352 -0.072 -0.052 -0.113
C 3.994019 -0.840836 -10.176908 0.705 0.296 0.370 -0.267
C 2.710805 -0.604650 -9.327797 0.154 0.249 -1.617 -0.164
C 1.646416 -0.007734 -10.184702 0.080 -0.647 0.646 -0.243
N 0.777127 0.386450 -10.822176 0.116 0.149 -0.061 0.142
H 4.654059 -1.576714 -12.156909 0.187 0.347 0.242 0.073
H 3.061160 -0.812618 -12.060291 -0.015 -0.242 -0.338 0.064
H 3.347138 -2.477146 -11.510946 -0.290 0.034 0.254 0.076
H 4.537892 0.090850 -10.332716 -0.259 0.290 -0.002 0.105
H 4.690985 -1.415656 -9.567058 -0.105 -0.296 0.050 0.100
H 2.861846 0.104347 -8.513781 0.191 -0.387 0.181 0.112
H 2.403951 -1.597678 -8.999414 -0.411 0.281 0.328 0.115
C 0.894548 -0.615248 -1.462972 -0.359 0.327 1.210 -0.102
C -0.643556 -0.399158 -1.277755 0.582 0.570 -0.527 -0.243
C -1.148819 -0.382191 0.175489 1.524 0.110 0.457 -0.173
C -0.399102 0.680420 0.898816 -0.626 -0.174 0.047 -0.249
N 0.175431 1.493405 1.471106 0.052 -0.035 -0.079 0.138
H 1.296046 -1.569917 -1.123120 -0.416 -0.533 -0.699 0.067
H 1.443735 0.018573 -0.766722 -0.223 0.610 0.011 0.055
H 1.230304 -0.296883 -2.449889 -0.126 -0.507 -0.056 0.071
H -1.238710 -1.054788 -1.913391 0.075 -0.211 0.203 0.103
H -0.797133 0.608496 -1.663934 -0.289 0.053 -0.140 0.102
H -0.836762 -1.294387 0.684048 -0.251 -0.279 -0.012 0.114
H -2.216362 -0.248847 0.350620 0.062 0.056 -0.398 0.117
C -8.708636 0.554288 2.262938 -0.942 -0.232 1.075 -0.098
C -10.226334 0.085584 2.284512 0.317 1.649 -1.395 -0.196
C -11.045525 1.057018 1.311239 0.434 -1.028 0.966 -0.191
C -11.026048 2.438974 1.719731 0.628 -0.050 -0.013 -0.276
N -10.975714 3.551515 1.967494 -0.071 0.908 0.364 0.147
H -8.261355 0.780000 1.294898 -0.498 -0.278 -0.266 0.070
H -8.033277 -0.129822 2.776725 -0.190 -0.262 -0.060 0.061
H -8.638836 1.478408 2.836732 -0.082 0.132 -0.034 0.064
H -10.728798 0.182657 3.246906 0.565 -0.012 0.270 0.098
H -10.393484 -0.939517 1.953836 0.242 0.068 -0.168 0.091
H -12.112052 0.835508 1.350654 0.042 -0.625 -0.575 0.113
H -10.595303 1.030787 0.318911 -0.438 -0.266 -0.159 0.117
C 7.076790 -1.913112 -2.671086 0.204 0.499 0.100 -0.113
C 7.563784 -2.342588 -4.056926 -1.786 -0.053 -0.001 -0.271
C 8.572994 -3.497139 -4.088861 0.054 0.638 -0.170 -0.187
C 8.219118 -4.735482 -3.349425 0.300 1.433 -0.657 -0.216
N 7.928426 -5.652578 -2.731790 -0.162 -0.477 0.217 0.138
H 7.888075 -1.691295 -1.977746 -0.043 -0.364 0.221 0.074
H 6.365256 -2.653477 -2.305447 0.544 -0.372 0.385 0.072
H 6.451054 -1.020611 -2.668409 0.191 0.280 -0.531 0.069
H 7.901455 -1.559364 -4.735628 0.525 0.267 0.520 0.107
H 6.597556 -2.574442 -4.504985 0.142 -0.769 -0.584 0.101
H 9.487425 -3.039035 -3.711974 0.214 -0.523 0.478 0.115
H 8.820260 -3.682349 -5.134160 -0.202 -0.550 0.023 0.112
C -0.756881 7.811267 -4.113790 1.309 -0.627 0.553 -0.129
C -2.229345 7.599106 -4.328403 -1.025 0.041 -0.686 -0.264
C -2.795398 6.186745 -3.908622 0.134 1.201 -0.074 -0.167
C -4.298083 6.179994 -3.813777 -0.073 0.048 0.506 -0.213
N -5.453737 6.198312 -3.702769 1.628 -0.048 -0.278 0.123
H -0.271736 8.670086 -4.577644 -0.683 0.207 -0.367 0.073
H -0.157426 6.966199 -4.452346 -0.061 -0.240 -0.123 0.072
H -0.491210 7.934104 -3.063830 -0.260 -0.157 0.244 0.075
H -2.476795 7.752209 -5.378846 -0.027 0.036 -0.088 0.104
H -2.761359 8.382399 -3.788485 -0.227 -0.158 0.089 0.108
H -2.276218 5.997888 -2.969011 -0.697 -0.425 0.357 0.109
H -2.485453 5.400152 -4.596601 -0.020 0.122 -0.119 0.108
```
Forces are in eV/Å.


DFT (ωB97M-V/def2-TZVPD) results for 2 unconnected molecules or ions with the total composition C4H7N5O2.

Output
* ΔE to the lowest compared entry with this formula, charge and spin: 162.9 kcal per mole
* orbital gap: 8.8 eV
* net charge: 0
* HOMO: -10.71 eV
* max |F|: 5.1 eV/Å
* spin multiplicity: 1
* calculated total energy: -15798.9252 eV

Structure (XYZ):
```
18
Properties=species:S:1:pos:R:3:forces:R:3:lowdin_charge:R:1
C 1.424050 0.150913 0.028325 -1.280 3.025 -0.755 -0.381
C -1.234699 0.887293 0.686321 3.126 1.359 -0.496 -0.088
C -1.335652 -1.066159 -0.822522 0.656 -3.865 3.330 -0.042
C -0.766095 -0.482951 0.366322 1.094 2.941 2.969 -0.083
N 1.006673 0.658727 -1.151833 0.260 -0.920 -1.385 0.038
N 1.656138 1.226982 0.884444 -0.331 -0.900 0.328 0.090
N 0.892268 1.919036 -1.029002 -0.304 -0.128 -0.057 -0.042
N 1.245267 2.265561 0.253581 0.977 -0.506 0.548 -0.025
N 1.842650 -1.185306 0.111407 0.970 -0.989 0.190 -0.384
O 2.455121 -1.485723 1.106847 0.288 -0.295 0.645 0.109
O 1.556967 -1.945574 -0.794341 -0.031 0.037 -0.097 0.077
H -0.795248 1.570185 -0.213902 -1.733 -1.036 1.966 0.122
H -1.005241 1.387231 1.668262 0.461 -0.997 -0.994 0.110
H -2.253309 0.806372 0.700680 -3.055 0.280 -0.782 0.058
H -0.676754 -1.858388 -1.138690 -0.108 -0.537 -0.389 0.085
H -1.425578 -0.381003 -1.537436 -0.991 2.724 -2.906 0.052
H -2.275974 -1.520028 -0.395783 0.493 0.329 -0.799 0.151
H -0.310585 -0.947174 1.277313 -0.493 -0.521 -1.318 0.154
```
Forces are in eV/Å.


DFT (ωB97M-V/def2-TZVPD) results for 2 unconnected molecules or ions with the total composition C2H2S2.

Output
* ΔE to the lowest compared entry with this formula, charge and spin: 62.4 kcal per mole
* orbital gap: 7.9 eV
* net charge: 0
* HOMO: -8.65 eV
* max |F|: 3.7 eV/Å
* spin multiplicity: 1
* calculated total energy: -23772.9071 eV

Structure (XYZ):
```
6
Properties=species:S:1:pos:R:3:forces:R:3:lowdin_charge:R:1
C 2.143018 0.601658 -0.726520 0.428 0.243 -0.749 -0.733
C -1.369971 -0.454187 0.036713 -3.460 1.118 -0.630 -0.577
S 2.989619 0.907816 0.504952 0.511 0.218 0.317 0.600
S 0.106046 -0.250496 0.471386 1.497 -0.622 1.022 0.652
H -1.703891 -0.903372 -0.934143 0.306 0.142 1.033 0.029
H -2.164821 0.098581 0.647613 0.719 -1.100 -0.993 0.028
```
Forces are in eV/Å.


DFT (ωB97M-V/def2-TZVPD) results for a molecular structure, C4H5NO.

Output
* ΔE to the lowest compared entry with this formula, charge and spin: 69.5 kcal per mole
* orbital gap: 10.2 eV
* net charge: 0
* HOMO: -9.39 eV
* max |F|: 1.2 eV/Å
* spin multiplicity: 1
* calculated total energy: -7763.5126 eV

Structure (XYZ):
```
11
Properties=species:S:1:pos:R:3:forces:R:3:lowdin_charge:R:1
C -1.191717 -0.628422 0.549798 -0.040 -0.027 -0.013 -0.101
C -0.010670 0.316087 0.594570 -0.146 0.166 0.109 -0.233
C 1.400677 -0.372025 -0.823450 0.414 -1.099 -0.076 -0.054
O 1.750970 -1.467482 -0.883433 -0.348 1.039 0.068 0.129
C 0.051206 1.468310 -0.158307 0.366 0.015 -0.426 -0.264
N 0.561686 2.023131 -1.088156 -0.384 -0.266 0.551 0.095
H -1.953477 -0.367002 1.293392 0.134 -0.042 -0.133 0.076
H -1.663325 -0.639632 -0.438237 0.091 0.038 0.159 0.084
H -0.843914 -1.643119 0.773292 -0.059 0.151 -0.030 0.077
H 0.517795 0.364671 1.549148 -0.051 -0.005 -0.168 0.117
H 1.266484 0.962483 -1.351638 0.023 0.030 -0.041 0.074
```
Forces are in eV/Å.